(1)
Density functional theory data (ωB97M-V/def2-TZVPD) for a molecular structure, C5H8O.

## Properties
- Kohn-Sham gap: 0.3918 hartree
- HOMO energy: -9.59 eV
- E_LUMO: 1.07 eV

Geometry as ORCA input:
```
! wB97M-V def2-TZVPD RIJCOSX def2/J DEFGRID3
* xyz 0 1
C -1.08 0.86 -0.53
C -1.45 -0.23 0.45
C -0.03 -0.04 0.04
C 0.93 -0.94 -0.70
O 2.04 -0.14 -0.26
C 1.21 0.36 0.81
H -1.36 0.73 -1.57
H -1.11 1.89 -0.18
H -1.75 0.07 1.45
H -1.98 -1.09 0.06
H 0.99 -1.94 -0.23
H 0.87 -1.04 -1.79
H 1.35 -0.26 1.70
H 1.40 1.42 1.04
*
```



(2)
Density functional theory data (ωB97M-V/def2-TZVPD) for a molecular structure, C64H71GeN4O3SV.

## Properties
- Kohn-Sham gap (spin up / spin down): 0.1618 / 0.1977 hartree
- HOMO energy (spin up / spin down): -2.19 / -3.17 eV
- E_LUMO (spin up / spin down): 2.21 / 2.21 eV

Geometry as ORCA input:
```
! wB97M-V def2-TZVPD RIJCOSX def2/J DEFGRID3
* xyz -1 4
V 0.48 0.25 0.14
C -5.19 -1.01 2.09
C -4.84 0.49 2.07
C -3.36 0.73 2.06
C -2.56 1.05 3.12
C -2.98 1.29 4.54
C -3.08 2.78 4.89
C -1.20 1.08 2.64
N -1.18 0.81 1.28
C -2.51 0.58 0.92
C -2.96 0.24 -0.34
C -2.19 0.17 -1.48
C -2.73 0.13 -2.81
C -4.18 0.06 -3.16
C -4.87 1.43 -3.11
C -1.69 0.31 -3.67
C -0.49 0.43 -2.87
C 0.74 0.71 -3.37
C 1.92 0.85 -2.60
N 1.93 0.69 -1.23
C 3.23 0.74 -0.85
C 3.62 0.38 0.51
C 2.88 0.88 1.66
N 1.62 1.07 1.71
C 1.22 0.94 3.11
C -0.12 1.20 3.48
C 2.24 0.45 3.84
C 3.39 0.21 2.92
C 4.76 0.60 3.45
C 4.88 2.11 3.66
C 2.20 0.05 5.28
C 2.02 -1.47 5.44
C 4.07 0.96 -1.94
C 3.22 1.04 -3.07
C 3.61 1.29 -4.49
C 3.53 2.78 -4.87
C 5.57 1.04 -1.94
C 6.25 -0.26 -2.41
N -0.81 0.28 -1.52
C -1.74 0.39 -5.17
C -1.45 -0.97 -5.83
H -6.27 -1.16 2.12
H -4.75 -1.48 2.97
H -4.79 -1.51 1.21
H -5.28 0.97 2.94
H -5.29 0.95 1.19
H -2.27 0.81 5.22
H -3.95 0.81 4.72
H -2.15 3.29 4.61
H -3.26 2.94 5.96
H -3.89 3.25 4.33
H -4.04 0.12 -0.46
H -4.69 -0.62 -2.46
H -4.30 -0.37 -4.15
H -4.86 1.83 -2.10
H -5.90 1.38 -3.46
H -4.33 2.14 -3.75
H 0.84 0.82 -4.45
H 4.70 0.47 0.67
H -0.32 1.29 4.54
H 5.51 0.25 2.74
H 4.93 0.07 4.38
H 4.89 2.64 2.71
H 5.79 2.37 4.20
H 4.02 2.48 4.23
H 1.39 0.57 5.79
H 3.13 0.36 5.78
H 1.11 -1.78 4.92
H 1.96 -1.76 6.49
H 2.86 -2.00 4.98
H 2.97 0.72 -5.16
H 4.63 0.94 -4.66
H 2.56 3.19 -4.58
H 3.67 2.93 -5.95
H 4.30 3.35 -4.35
H 5.92 1.28 -0.93
H 5.89 1.87 -2.58
H 6.05 -1.07 -1.71
H 7.33 -0.13 -2.49
H 5.86 -0.57 -3.38
H -1.02 1.12 -5.52
H -2.73 0.74 -5.48
H -0.53 -1.39 -5.43
H -1.34 -0.87 -6.91
H -2.26 -1.67 -5.62
C -1.83 -3.50 3.28
S -1.58 -2.36 1.91
O -0.25 -1.73 2.17
C -1.31 -3.61 0.65
C -2.35 -3.97 -0.19
C -2.11 -4.91 -1.19
C -0.85 -5.46 -1.33
C 0.19 -5.07 -0.49
C -0.03 -4.13 0.50
H -0.95 -4.15 3.34
H -2.74 -4.08 3.11
H -1.91 -2.88 4.17
H -3.33 -3.51 -0.08
H -2.91 -5.19 -1.87
H -0.66 -6.18 -2.12
H 1.18 -5.49 -0.63
H 0.76 -3.74 1.13
O 3.43 -1.13 2.38
C 3.16 -1.12 0.87
O 1.90 -1.33 0.55
C 4.13 -2.12 0.27
C 4.01 -3.50 0.92
Ge 5.47 -4.64 0.34
C 7.13 -3.62 0.54
C 7.46 -3.14 1.82
C 8.58 -2.35 2.01
C 9.40 -2.02 0.94
C 9.08 -2.48 -0.33
C 7.95 -3.27 -0.53
C 5.64 -6.22 1.47
C 6.76 -7.06 1.37
C 6.88 -8.18 2.18
C 5.90 -8.48 3.11
C 4.79 -7.66 3.23
C 4.66 -6.54 2.42
C 5.24 -5.14 -1.53
C 6.22 -5.86 -2.22
C 6.04 -6.20 -3.56
C 4.88 -5.82 -4.22
C 3.90 -5.10 -3.54
C 4.08 -4.77 -2.21
H 5.15 -1.74 0.36
H 3.88 -2.17 -0.79
H 3.05 -3.96 0.66
H 4.04 -3.41 2.01
H 6.82 -3.38 2.66
H 8.81 -1.97 3.00
H 10.27 -1.40 1.09
H 9.71 -2.22 -1.18
H 7.70 -3.60 -1.53
H 7.54 -6.83 0.66
H 7.75 -8.82 2.08
H 5.99 -9.36 3.74
H 4.02 -7.88 3.96
H 3.79 -5.89 2.52
H 7.13 -6.17 -1.72
H 6.80 -6.76 -4.08
H 4.74 -6.08 -5.26
H 3.00 -4.80 -4.05
H 3.32 -4.20 -1.69
*
```



Maximum force values (in eV/A) by entry order: 0.4 1.3.
Relative energy (zero: lowest compared OMol25 entry of this formula, charge and spin) values (in kcal/mol) by entry order: 54.0 69.7.